[1]
The following is a DFT calculation (ωB97M-V/def2-TZVPD) of C11H12BrCl3FeN2O2 as an isolated structure.

Computed properties:
Spin multiplicity ... 2
Total charge ... +3

Element x y z (Å)
Fe: -0.103337 0.756589 0.531961
O: 5.265940 -0.832117 2.277011
C: 4.153373 -0.464952 1.733622
C: 3.957915 -0.266788 0.342446
C: 2.738003 0.120978 -0.120571
N: 1.687646 0.306439 0.737482
C: 1.914366 0.131767 2.059228
Br: 0.247684 0.531243 2.922048
C: 3.067929 -0.242261 2.636327
H: 6.006685 -0.984605 1.663335
H: 4.770696 -0.419182 -0.356783
H: 2.551982 0.286353 -1.173906
H: 3.199365 -0.378319 3.702461
Cl: 1.779431 5.372646 -1.197717
C: 0.129794 5.102245 -0.659130
Cl: -0.262395 5.999693 0.797329
Cl: -1.045561 5.336032 -1.938703
C: 0.056540 3.670784 -0.281392
N: -0.002071 2.562034 0.014365
C: -4.160343 -0.213443 0.656331
C: -3.799555 -0.482144 -0.807070
C: -2.299638 -0.657006 -0.777940
O: -1.862970 0.288460 0.344291
C: -3.090775 0.747669 1.110598
H: -4.140074 -1.127983 1.248774
H: -5.146393 0.237697 0.757576
H: -4.078604 0.355289 -1.445965
H: -4.275552 -1.382186 -1.193820
H: -1.783283 -0.336429 -1.682511
H: -1.980844 -1.646035 -0.455370
H: -3.261559 1.774573 0.792501
H: -2.832970 0.698951 2.165907

Cartesian forces, eV/Å:
-0.28 0.21 0.01
0.02 -0.01 0.01
-0.01 0.04 -0.03
0.01 -0.01 0.02
-0.02 0.00 0.03
0.07 -0.01 -0.01
0.02 -0.01 -0.07
-0.01 0.18 -0.16
0.00 -0.02 0.01
-0.01 0.00 0.00
0.00 0.00 0.00
0.00 0.00 0.00
0.00 0.00 0.00
0.00 0.00 0.00
-0.01 0.01 -0.01
0.00 0.01 0.00
0.00 0.00 0.00
-0.01 -0.16 0.05
0.13 -0.17 0.14
-0.01 0.01 -0.01
0.00 0.00 -0.01
-0.05 0.10 -0.08
0.17 -0.09 0.05
-0.01 -0.05 0.03
0.00 0.00 -0.01
0.00 0.00 0.00
0.00 0.00 0.00
0.00 0.00 0.01
0.01 0.00 0.01
-0.01 0.00 0.01
0.01 0.00 -0.01
0.00 -0.01 0.00

Charges in e, computed with natural (NBO), in the same order as the atoms: 1.394 -0.531 0.498 -0.290 0.097 -0.562 0.170 0.399 -0.279 0.542 0.290 0.261 0.312 0.176 -0.293 0.181 0.182 0.596 -0.524 -0.445 -0.439 -0.072 -0.580 -0.052 0.246 0.289 0.245 0.290 0.225 0.229 0.225 0.222


[2]
The following is a DFT calculation (ωB97M-V/def2-TZVPD) of C3H8N2O2 in the gas phase.

Computed properties:
Spin multiplicity ... 1

Element x y z (Å)
N: 2.036118 -1.312684 1.124315
C: 0.931725 -0.368998 1.160831
C: 0.432112 0.035310 -0.187763
N: -0.648831 1.051649 -0.162561
C: -1.786241 0.951613 -0.899791
O: -2.901874 0.957272 -0.450345
O: -1.525776 0.950761 -2.228696
H: 1.807878 -2.257622 1.372333
H: 2.390309 -1.423311 0.182350
H: 1.147678 0.522176 1.769819
H: 0.143404 -0.891372 1.715114
H: 1.224398 0.340765 -0.880838
H: -0.057703 -0.825692 -0.638587
H: -0.806417 1.367109 0.781015
H: -2.386780 0.903024 -2.657194

Cartesian forces, eV/Å:
0.86 0.20 -0.77
-0.55 -0.39 1.33
-1.16 -0.04 -1.89
1.52 0.05 1.28
0.02 0.33 -0.19
-0.50 0.16 -0.01
0.16 -0.35 0.19
-0.54 -0.10 0.45
0.26 0.39 -0.06
0.38 -0.11 -0.19
-0.30 0.37 -0.15
0.12 0.07 0.33
0.39 -0.44 -0.19
-0.51 -0.04 0.00
-0.16 -0.10 -0.14

Charges in e, computed with natural (NBO), in the same order as the atoms: -0.824 -0.229 -0.218 -0.654 0.880 -0.623 -0.686 0.363 0.352 0.176 0.191 0.193 0.189 0.393 0.497


DFT total energy (eV)
-160640.8215 -10316.1053
Relative energy (zero: lowest compared OMol25 entry of this formula, charge and spin) (kcal per mole)
2.84 19.53